52
Properties=species:S:1:pos:R:3 method="wB97M-V/def2-TZVPD" relative_energy_ev=3.993 total_energy_ev=-201216.741 molar_mass_g_mol=946.9 homo_lumo_gap_ha=0.3747 charge=-1 e_homo_ev=-8.206
Zn 0.066 -0.067 0.112
C -2.722 2.968 1.039
F -3.009 2.195 -0.025
F -2.058 4.046 0.804
F -3.881 3.318 1.598
S -1.557 2.027 2.314
O -1.201 2.946 3.378
O -2.394 0.948 2.673
N -0.176 1.447 1.352
S 0.925 2.489 1.642
O 2.150 2.099 0.935
O 0.568 3.875 1.474
C 1.493 2.154 3.447
F 2.807 1.828 3.513
F 1.403 3.273 4.126
F 0.747 1.229 4.056
C 1.965 -3.526 1.279
F 1.956 -4.007 -0.012
F 0.724 -3.601 1.693
F 2.733 -4.229 2.096
S 2.648 -1.695 1.293
O 2.196 -1.051 2.508
O 4.118 -1.856 1.269
N 1.865 -0.876 -0.070
S 2.880 -1.206 -1.267
O 3.720 -2.370 -1.335
O 2.190 -1.131 -2.541
C 4.103 0.364 -1.243
F 5.254 0.117 -1.925
F 3.440 1.397 -1.782
F 4.308 0.689 0.038
C 0.019 1.571 -3.924
F 1.133 2.267 -3.755
F -0.663 2.237 -4.898
F 0.356 0.298 -4.338
S -1.134 1.605 -2.276
O -0.472 2.534 -1.325
O -2.521 1.982 -2.671
N -0.916 0.008 -1.563
S -2.019 -0.838 -2.261
O -3.199 -0.839 -1.400
O -2.203 -0.638 -3.735
C -1.424 -2.712 -2.124
F -0.232 -2.730 -1.593
F -2.242 -3.405 -1.340
F -1.518 -3.294 -3.318
C -3.851 -2.071 1.416
C -2.455 -1.658 1.169
N -1.348 -1.366 0.968
H -4.482 -1.950 0.536
H -4.341 -1.671 2.304
H -3.750 -3.122 1.687